ORCA calculation (ωB97M-V/def2-TZVPD) on 2 unconnected molecules or ions with the total composition C4H14N2O2 at a distorted geometry.

Values from the calculation:
* relative energy (zero: lowest compared OMol25 entry of this formula, charge and spin): 7.08 kJ/mol
* E_LUMO (alpha / beta): 3.4 / 3.3 eV
* <S²>: 0.751
* largest force on an atom: 0.023 hartree/bohr
* energy: -11449.106 eV
* HOMO level (alpha / beta): 0.68 / -6.05 eV

```
! wB97M-V def2-TZVPD RIJCOSX def2/J DEFGRID3
* xyz -1 2
C 2.084 0.449 0.699
O 2.848 1.625 0.406
C 0.666 0.557 0.202
C -0.202 -0.597 0.703
C -1.698 -0.369 0.661
N -2.230 0.661 1.544
N 0.703 0.758 -1.269
H 2.117 0.396 1.790
H 2.586 -0.414 0.261
H 0.285 1.528 0.523
H 0.080 -1.479 0.139
H 0.127 -0.773 1.731
H -2.072 -0.221 -0.351
H -2.192 -1.327 0.853
H -1.950 1.573 1.214
H -1.918 0.553 2.498
H 2.555 1.995 -0.441
H -0.044 0.282 -1.768
H 1.562 0.358 -1.635
H -1.452 -2.461 -2.257
H -0.776 -1.543 -3.218
O -1.079 -1.551 -2.285
*
```